Record 1
66
Properties=species:S:1:pos:R:3:forces:R:3 method="wB97M-V/def2-TZVPD" multiplicity=5 total_charge=-2 e_homo_ha="-0.0248 / -0.0452"
C 1.596609 2.945762 -1.748357 -1.137 0.700 -1.050
C -3.234060 -3.680564 1.796346 -0.426 1.052 -0.260
H 2.558935 -2.475193 0.637754 -0.280 0.093 -0.488
Os -0.349068 1.415564 -0.726553 2.995 -0.993 0.425
C -4.282871 -2.722188 1.670933 0.586 0.504 -0.337
C -1.497756 3.998512 0.119659 -1.571 0.284 0.486
Cl -1.804171 0.081865 -1.700164 -0.519 -3.393 -3.806
C -4.002690 -1.413622 1.203808 -0.350 -0.353 -0.046
O -2.610146 1.343223 0.158126 -3.471 1.188 2.388
H 1.687918 1.806398 -4.294325 -0.059 0.022 -0.109
C 2.264525 -1.902994 5.054179 -0.767 0.105 -1.370
H -0.904105 -1.916873 3.731017 0.091 -0.243 0.051
C 3.061305 2.944199 -1.979701 0.031 -0.103 -0.278
H -3.532658 1.433992 0.504729 0.909 0.119 -0.233
C 2.306537 -3.691284 -1.121982 -0.228 -0.093 0.517
H -2.452094 0.353968 0.162447 -0.505 0.782 0.350
H 1.974357 4.351501 0.773466 0.389 0.505 0.740
H 1.151979 3.441285 -4.783546 -0.152 -0.155 0.508
C 1.443165 -4.211406 -2.090034 -0.208 0.401 0.027
C 0.884077 2.542366 -4.189865 0.090 -0.638 -0.464
Cl 1.772992 0.171268 -0.686464 1.396 -0.027 0.007
H 4.015658 -1.217693 3.974998 -0.224 -0.043 -0.029
H -4.739607 -0.602945 1.189732 -0.172 -0.594 -0.187
H -2.013393 2.150431 -3.686379 0.113 -0.071 0.234
H -0.547759 -4.070930 -2.910537 0.021 -0.083 0.027
C -2.703969 -1.133111 0.814921 -0.833 -1.860 2.096
C 1.577608 3.344854 0.850685 0.085 0.616 0.064
H 3.342599 -3.991770 -1.103108 0.191 -0.232 -0.002
C 2.239251 -1.125448 2.760991 0.605 0.741 -0.318
H -5.323872 -2.963703 1.902730 0.365 -0.109 0.042
H 0.329787 -2.409907 5.849889 -0.109 -0.126 0.106
O -0.344969 0.619713 1.147278 -0.092 -1.653 -0.230
C -1.663754 -1.920942 1.192208 -0.457 -0.435 0.096
C 0.869552 -2.091751 4.969817 0.529 0.234 -0.426
H 2.405270 2.667159 1.084571 -0.267 -0.139 -0.397
H -2.826204 2.783928 -2.245950 -0.298 -0.172 0.253
C 0.130331 -3.750060 -2.129289 0.258 0.172 0.462
C -0.491929 3.392313 -0.762995 1.007 1.656 -0.601
Si -0.046720 -1.007939 1.031659 1.171 0.297 0.501
H 3.386415 3.836984 -2.524211 -0.113 0.116 -0.125
H -1.106615 -4.021570 1.703490 -0.082 0.637 0.049
H -1.086454 4.657761 0.921829 -0.240 -0.411 -0.696
C 0.177332 -1.841316 3.769956 1.032 0.427 0.443
C 0.873424 -1.356510 2.647479 -0.524 -0.467 0.161
H -2.017734 3.108712 0.559304 0.002 1.542 0.158
H 3.349936 2.080194 -2.581656 0.109 -0.086 0.165
C 2.942381 -1.407403 3.921567 -0.208 -0.222 0.857
H -1.346145 -2.475939 -1.261106 0.414 0.006 0.062
C -0.310309 -2.807682 -1.186871 0.218 -0.445 -0.808
H 0.849554 3.273264 1.660299 0.056 0.083 -0.014
Cl 1.429261 -1.048882 -4.505097 0.068 0.027 -0.302
C -1.972778 2.898248 -2.893189 -0.040 0.928 -0.594
H 1.794697 -4.937141 -2.825719 -0.015 0.296 0.147
H 3.601105 2.957629 -1.043202 0.192 -0.279 0.265
C 0.925945 3.169817 -0.465792 -0.982 -0.725 -1.562
C 1.869651 -2.781187 -0.155596 -0.264 -0.544 -0.877
H 2.805583 -2.151234 5.947160 0.118 0.003 0.364
C -0.702779 2.916823 -2.150857 1.050 0.701 1.170
H -2.211960 4.563923 -0.545130 0.436 -0.265 0.942
H -3.519772 -4.699577 2.083274 0.383 0.348 -0.074
H -2.015399 3.878303 -3.353353 -0.560 0.433 -0.524
C 0.614861 2.784889 -2.749679 1.098 0.414 1.124
C -1.902187 -3.274812 1.585681 -1.158 0.258 -0.105
C 0.558340 -2.275282 -0.241305 0.410 -0.266 0.583
H 0.019739 2.069192 -4.669348 0.161 0.098 0.041
H 2.753247 -0.605184 1.929377 -0.267 -0.562 0.403

Record 2
77
Properties=species:S:1:pos:R:3:forces:R:3 method="wB97M-V/def2-TZVPD" multiplicity=6 total_charge=+2 e_homo_ha="-0.4780 / -0.5536"
C 1.006777 -0.363419 -4.018281 0.070 0.020 0.012
H 0.459028 -2.517118 -1.812678 -0.001 -0.042 -0.025
C 1.327993 0.119161 -2.637652 0.124 -0.317 -0.055
C -2.766896 1.045795 1.394679 0.183 -0.101 0.079
H -1.092279 -3.236727 0.725691 0.017 0.006 -0.029
C -2.904831 1.283707 4.772561 -0.188 0.088 0.102
H -1.907355 -1.375559 -1.373653 -0.036 0.010 0.036
H 3.821986 -2.379701 -6.000008 0.019 -0.042 0.161
H 4.214192 2.858789 -0.215457 0.020 0.008 0.048
O 1.931711 -1.021093 -6.064719 -0.062 -0.033 -0.015
O 5.201229 -1.368863 -4.815563 0.034 0.056 0.069
C 3.791514 -2.120893 3.091377 -0.084 0.052 -0.009
H 3.333193 4.862545 -1.352772 0.021 0.047 0.027
N 3.015004 -1.762566 -4.215018 0.115 -0.035 0.252
H -2.458342 -1.461523 0.145577 0.040 0.024 -0.012
Cl 0.001517 0.113811 5.842315 -0.012 -0.057 -0.326
O -4.054947 1.606568 4.240533 -0.001 0.026 0.411
O -2.296309 0.969570 0.206629 0.051 -0.037 -0.109
C 4.132240 -2.287044 -4.956317 0.025 -0.160 -0.178
C 2.033704 -1.082488 -4.859020 -0.109 0.172 -0.121
C -0.172862 -0.028582 -4.627948 -0.034 0.097 0.037
F -0.100583 2.691654 1.620335 0.021 -0.106 -0.007
H 1.134986 -2.140920 1.022640 0.008 -0.017 0.010
F -0.353783 2.999223 -0.512959 0.023 -0.051 -0.060
H 4.403117 -3.267556 -4.554468 -0.019 0.082 0.005
C -0.943069 0.901195 -2.542180 0.003 0.120 0.155
C 2.445952 1.237267 -2.756516 0.066 -0.037 0.035
H -2.045663 1.037062 -4.378019 -0.034 0.024 -0.009
H 2.017945 -1.600678 -0.251418 0.224 0.047 0.012
N -0.604697 0.084613 2.083158 0.221 0.157 -0.513
C 5.629253 0.083680 -1.676598 -0.231 -0.107 0.034
H -1.744634 1.327507 -1.949421 -0.055 -0.029 0.072
H -0.330521 -0.319258 -5.657557 0.015 -0.018 -0.038
C 0.406862 -2.834712 -0.768367 -0.150 -0.002 0.152
C 2.476501 -0.157958 2.633528 0.005 0.043 0.076
C -1.130239 0.698098 -3.918144 0.066 -0.042 -0.189
O -2.636627 1.382158 5.937752 -0.010 -0.022 -0.078
C 1.912513 2.516272 -3.329957 -0.032 -0.121 0.030
H 1.842577 4.620036 -3.328882 -0.013 0.020 -0.030
C 3.074294 3.881427 -1.718306 -0.015 0.047 0.017
H 6.292828 -0.635864 -1.202665 0.004 -0.056 0.023
C 0.263706 2.236075 0.400620 -0.100 0.305 -0.176
C 2.681822 -2.749687 3.641601 -0.004 0.018 -0.028
H -4.088796 1.502775 3.251453 0.001 0.020 0.009
N 0.116284 -0.128747 3.214112 0.056 -0.133 0.139
H 2.402074 0.870635 2.299352 -0.047 0.000 -0.016
N -1.617973 -1.566058 -0.416384 0.025 0.177 -0.174
C 3.689412 -0.829979 2.589639 -0.015 -0.042 0.054
Ir -0.131521 0.187962 0.129807 -0.031 -0.559 0.830
H 4.741463 -2.633262 3.067825 0.059 -0.035 0.000
N 0.137094 0.525000 -1.887489 0.049 0.224 0.143
H 1.350961 2.362886 0.296628 0.013 -0.112 -0.044
H 4.559950 -0.334761 2.184550 0.010 0.008 0.025
H 6.090042 1.068566 -1.681214 0.006 0.051 0.008
H 3.130203 -1.686458 -3.211677 -0.060 -0.059 -0.053
C 1.460496 -2.093201 3.687509 0.003 -0.004 -0.139
H 5.368090 -0.243193 -2.680067 0.039 -0.012 -0.156
H -1.603823 -3.641571 -0.913803 0.011 0.037 0.031
H 0.907585 -3.801872 -0.685772 -0.039 0.036 -0.006
H 3.134888 0.810987 -3.510941 -0.019 -0.001 0.038
C 3.565860 2.739678 -1.077180 -0.043 -0.183 0.127
O -3.890941 1.377792 1.719510 -0.031 0.019 -0.410
C -0.600477 0.240328 4.290592 0.118 0.080 0.008
H 2.764923 -3.749475 4.041371 0.011 -0.046 0.025
C 1.375484 -0.804782 3.176763 0.290 -0.086 0.005
H 1.796787 -0.681338 -2.063509 -0.025 0.089 -0.162
H 0.590666 -2.577687 4.110232 -0.049 0.020 0.052
C 2.232712 3.735077 -2.846080 -0.079 0.029 -0.028
C -1.788377 0.631607 2.473593 -0.340 0.111 0.193
O 3.401868 -1.126343 -0.915672 0.435 -0.147 -0.390
H 1.290872 2.433274 -4.210334 -0.050 -0.004 -0.073
C -1.040671 -2.920570 -0.318355 0.123 -0.130 -0.076
C -1.847318 0.740074 3.841604 -0.067 -0.001 -0.072
N 1.061910 -1.811618 0.061824 -0.727 0.066 0.262
C 3.262374 1.476272 -1.511045 -0.022 -0.103 0.083
S 4.140664 0.170412 -0.671935 0.227 0.612 -0.102
H 5.892727 -1.589017 -5.451267 -0.016 0.039 0.018

Record 3
72
Properties=species:S:1:pos:R:3:forces:R:3 method="wB97M-V/def2-TZVPD" e_homo_ha=-0.2931
C 1.737449 2.628566 2.895159 0.041 0.087 -0.043
C -2.250948 2.045800 -0.474655 -0.153 0.018 0.085
C 0.535171 1.312662 -3.701699 -0.031 0.003 -0.005
H 1.627857 -2.642816 -1.812873 0.083 -0.017 0.097
H 2.000234 4.104730 1.360837 0.016 0.017 0.018
C 3.375652 2.457280 1.015652 -0.112 0.019 -0.059
C -3.395748 4.012778 0.375512 0.020 -0.009 -0.006
O 4.002389 -1.783808 2.197549 0.176 0.129 -0.695
S 1.267048 -1.460531 3.015736 0.379 -0.200 0.275
C 1.720941 -4.768983 -1.390273 -0.141 0.058 -0.046
N 1.252279 1.117066 0.902730 -0.285 -0.478 0.078
I -2.491092 -3.866232 4.087801 0.034 -0.023 -0.049
O 2.221287 -1.528203 0.455172 -0.016 -0.365 0.537
C -0.664540 -0.603901 -0.942761 0.219 -0.023 0.006
H 1.634609 1.712912 -1.086321 0.026 -0.062 0.039
Cl 0.248790 -8.052854 1.313516 0.017 0.096 0.009
C -0.579581 1.716019 -2.956446 0.004 0.081 -0.093
H 0.804203 2.923513 -0.140029 0.118 0.001 -0.095
H 1.594544 -6.792403 -0.715137 0.022 0.014 0.006
H -5.531741 3.881293 0.529757 0.013 -0.015 0.013
C -3.495149 1.411718 -0.573451 0.010 0.017 0.037
H -0.121953 2.428384 1.825306 0.021 -0.004 -0.023
H 1.316209 0.720713 -3.231041 -0.017 0.017 -0.020
C 0.668659 1.646761 -5.041060 -0.018 -0.002 0.028
C -1.435475 2.800362 -4.952564 -0.006 -0.011 0.034
H -2.208646 3.382483 -5.438270 -0.001 -0.007 0.004
C -1.316080 -4.556829 2.519052 -0.180 -0.254 0.227
C -0.169294 -6.367091 1.409312 0.008 -0.040 0.033
H -2.210637 -0.573633 1.241340 -0.077 0.091 0.010
N -1.405087 -0.148240 1.687214 -0.107 0.451 0.217
C 0.849040 1.846159 -0.337885 0.150 0.211 0.350
C -0.321534 2.392220 -5.669389 0.016 -0.014 0.004
H -2.437179 2.794462 -3.062358 0.012 0.001 -0.011
H -1.292919 -6.619752 3.188000 -0.037 0.000 -0.011
H 3.320921 4.040154 2.510149 -0.007 0.025 -0.027
H 0.342688 1.034360 2.817277 0.005 -0.015 0.059
C 2.622937 3.421038 1.945878 0.013 -0.020 0.042
C -0.049937 -4.131136 0.551604 0.160 -0.025 -0.373
C -0.955671 -5.925287 2.432016 -0.005 0.184 -0.059
C -4.618420 3.366773 0.258701 0.004 0.003 0.014
H -0.019167 -1.020472 -1.721645 -0.137 0.014 -0.121
H -1.638287 -1.095016 -1.021196 0.023 -0.080 -0.030
C -2.226632 3.357217 0.009623 -0.042 -0.016 0.008
Si -0.713665 1.216191 -1.149890 -0.009 0.083 -0.413
C 2.736296 1.065776 0.984182 -0.009 0.256 0.039
O 2.525989 -3.659093 1.669946 0.161 -0.043 -0.409
H 4.407602 2.327482 1.345302 0.004 -0.006 -0.009
O -1.216457 -2.394196 1.468744 -0.093 -0.740 0.665
H 1.199858 3.295416 3.572378 -0.017 -0.046 0.028
H 2.444594 -4.963140 -2.168843 -0.024 0.017 -0.008
H -1.283326 3.888253 0.090222 -0.017 -0.004 -0.013
H -3.551861 0.394689 -0.950846 -0.006 0.035 -0.013
C 0.339022 -5.465733 0.436423 0.059 -0.203 -0.168
H -0.223682 2.651092 -6.716199 0.005 0.005 0.012
C -1.560167 2.464867 -3.609217 0.015 0.016 -0.005
C -4.667942 2.061777 -0.212350 0.026 -0.016 -0.018
N 0.395507 -3.142303 -0.266617 0.169 0.327 0.645
S 2.716596 -2.237096 1.753197 -0.439 0.329 1.415
Ru 0.250469 -1.169663 0.883176 0.201 -0.609 -1.749
H -1.400428 -0.469647 2.651207 -0.171 0.068 0.037
H 3.415860 2.872404 0.007007 0.077 -0.001 0.002
H -1.488125 0.861573 1.655020 -0.014 -0.009 -0.091
C 1.268938 -3.452893 -1.189180 -0.069 0.176 -0.385
H 1.542191 1.326781 -5.595468 -0.013 -0.003 0.002
H -5.619989 1.554744 -0.308584 0.013 0.004 0.012
H -3.352892 5.031184 0.741176 -0.002 -0.013 0.000
C 1.254199 -5.773502 -0.590283 -0.018 -0.042 0.052
H 3.106848 0.508846 0.131683 -0.014 -0.060 -0.017
H 3.001775 0.500672 1.873242 -0.011 -0.010 0.026
C 0.712627 1.791781 2.134993 0.121 0.111 -0.139
H 2.350324 1.969702 3.514969 -0.005 0.009 0.004
C -0.897354 -3.674203 1.568772 -0.140 0.508 0.029